Entry 1:
Entry from the OMol25 dataset: a cluster of 6 separate species, C21H42BCl11O6P in total at a distorted geometry (wB97M-V/def2-TZVPD).

ORCA input file:
```
! RIJCOSX wB97M-V def2-TZVPD def2/J DEFGRID3
* xyz -1 1
C 5.5615 2.3266 1.7591
C 4.2689 3.1227 2.3777
C 2.9465 2.1950 2.6561
C 2.5587 1.1537 1.4509
C 1.1861 0.2867 1.6967
O 1.4760 -0.9410 0.8834
B 0.9614 -0.8840 -0.5233
C 0.1696 -2.3285 -0.7143
C 0.9977 -3.6226 -0.1092
C 0.6071 -4.0073 1.4422
O -0.5773 -4.8696 1.5814
C -1.7841 -4.1007 1.9467
C -2.0053 -3.2527 3.3380
O -2.8054 -4.1422 1.0481
P 2.2150 -0.3440 -1.9121
O 1.2870 0.2918 -3.0675
O 0.1165 0.3601 -0.4450
C -0.2128 0.7720 0.9287
Cl -0.5912 2.5812 1.0810
C -1.6226 0.0301 1.3164
C -2.7460 0.0006 0.1230
C -4.2199 0.6427 0.5826
C -4.5709 1.9095 -0.4501
O -3.5115 2.9709 -0.3958
C -3.9021 3.9988 0.6027
H 6.3505 1.9719 2.5758
H 5.3042 1.4382 1.0412
H 6.1546 3.1234 1.0967
H 4.6377 3.6115 3.4019
H 3.9654 3.9689 1.5955
H 2.9916 1.6407 3.7124
H 2.0274 2.9481 2.7545
H 2.5801 1.7556 0.4384
H 3.4459 0.3561 1.4049
H 0.8968 0.1074 2.8394
H 0.0752 -2.5169 -1.8850
H -0.9514 -2.3024 -0.3065
H 0.8645 -4.5925 -0.7863
H 2.1500 -3.3167 -0.1573
H 1.5291 -4.6221 1.8763
H 0.5099 -3.0535 2.1139
H -1.1011 -2.5584 3.6314
H -2.2563 -3.9382 4.2646
H -2.9360 -2.5599 3.1705
H 3.0013 -1.4350 -2.4284
H 3.0484 0.7685 -1.4500
H -2.1326 0.5001 2.2677
H -1.3576 -1.0916 1.6149
H -2.4516 0.5706 -0.8556
H -2.8933 -1.1428 -0.1792
H -5.0131 -0.2054 0.3842
H -4.2006 1.0097 1.6960
H -5.6351 2.3553 -0.2383
H -4.5764 1.5456 -1.5837
H -2.9476 4.2011 1.2676
H -4.2736 5.0076 0.1049
H -4.7319 3.5941 1.3245
C -3.8789 -1.3124 5.9128
Cl -2.6008 -2.2579 6.6858
Cl -3.2204 0.1339 5.1386
H -4.3694 -1.9292 5.1559
H -4.6059 -1.0106 6.6707
C -7.0959 0.3411 -3.6970
Cl -6.7270 -0.3252 -2.1016
Cl -6.6453 2.0477 -3.7933
H -6.5389 -0.2173 -4.4532
H -8.1684 0.2453 -3.8831
C 0.8899 1.0796 -6.4486
Cl 2.1270 0.2687 -7.4167
Cl 0.2138 2.4659 -7.3123
H 0.0876 0.3706 -6.2303
H 1.3397 1.4267 -5.5152
C 4.8890 -3.5500 -4.2718
Cl 4.2658 -2.3317 -5.3910
Cl 4.7387 -3.0098 -2.5954
H 4.3210 -4.4746 -4.4001
H 5.9435 -3.7308 -4.4941
C 5.3453 3.0163 -1.9071
Cl 6.9169 3.0036 -1.0977
Cl 4.9347 1.4115 -2.5243
H 4.5799 3.3294 -1.1929
H 5.3810 3.7202 -2.7421
*
```

Properties
E_HOMO: -4.7 eV
gap between HOMO and LUMO: 6.8317 eV

Want to see where the charge sits? The Löwdin charges in e are: -0.19 -0.26 -0.23 -0.16 -0.19 -0.13 -0.96 -0.11 -0.16 -0.19 -0.11 -0.27 -0.05 -0.05 0.81 -0.56 -0.12 -0.63 0.62 -0.16 -0.16 -0.15 -0.24 -0.28 -0.14 0.08 0.06 -0.01 0.11 0.11 0.12 0.10 0.12 0.13 0.16 0.11 0.10 0.12 0.11 0.13 0.12 0.09 0.08 0.08 -0.10 -0.08 0.08 0.10 0.13 0.11 0.08 0.10 0.11 0.09 0.07 0.10 0.09 -1.03 0.51 0.52 0.02 0.03 -1.02 0.53 0.51 0.03 0.02 -1.03 0.47 0.47 0.03 0.01 -1.02 0.50 0.52 0.03 0.02 -0.98 0.53 0.55 0.03 0.03

Entry 2:
Entry from the OMol25 dataset: a structure of composition C14H17N3SeZn at a distorted geometry (wB97M-V/def2-TZVPD).

ORCA input file:
```
! RIJCOSX wB97M-V def2-TZVPD def2/J DEFGRID3
* xyz 0 1
C -4.6803 0.1472 0.9190
C -4.7346 1.4504 0.1127
H -4.8841 -0.7040 0.2663
H -5.4629 0.1628 1.6826
H -3.7311 -0.0272 1.4219
H -3.8825 1.5800 -0.5496
H -5.6353 1.4702 -0.5086
H -4.7834 2.3231 0.7714
C 0.7164 -2.7349 0.7262
C 1.5588 -3.8232 0.4558
C 2.6667 -3.6433 -0.3815
C 2.9133 -2.3764 -0.8992
H -0.1463 -2.8352 1.3950
H 1.3362 -4.7884 0.8990
H 3.3350 -4.4651 -0.6304
H 3.7646 -2.1631 -1.5380
N 0.9255 -1.5206 0.1703
C 2.0320 -1.3215 -0.5985
C 2.2455 0.0623 -1.0812
N 1.3730 0.9989 -0.6229
C 1.5243 2.2844 -0.9955
C 3.4244 1.7251 -2.3815
C 2.5289 2.6793 -1.8860
H 0.8159 3.0047 -0.5765
H 2.5965 3.7241 -2.1798
C 3.2932 0.4057 -1.9546
H 3.9677 -0.3794 -2.2866
H 4.2134 1.9905 -3.0860
Zn -0.2558 0.2121 0.5766
C -1.6303 1.5765 0.3387
H -1.8612 1.6319 -0.7280
H -1.3116 2.5625 0.6903
H -2.5270 1.3010 0.8846
Se 0.3182 -0.4493 5.3783
C 0.0703 -0.1345 3.6721
N -0.0935 0.0737 2.5235
*
```

Properties
E_HOMO: -7.1 eV
relative energy (zero: lowest compared OMol25 entry of this formula, charge and spin): 0.0 kJ/mol
gap between HOMO and LUMO: 5.8836 eV

Want to see where the charge sits? The Löwdin charges in e are: -0.16 -0.18 0.06 0.06 0.04 0.02 0.06 0.07 -0.08 -0.03 -0.04 0.00 0.13 0.11 0.12 0.10 0.04 -0.18 -0.18 0.05 -0.08 -0.04 -0.04 0.12 0.11 0.00 0.10 0.12 0.63 -0.26 -0.03 -0.01 -0.07 0.46 -0.99 -0.04

Entry 3:
Entry from the OMol25 dataset: an isolated molecule of C5H5N at a distorted geometry (wB97M-V/def2-TZVPD).

ORCA input file:
```
! RIJCOSX wB97M-V def2-TZVPD def2/J DEFGRID3
* xyz 0 3
C 1.4670 -1.1745 0.7149
C 0.1740 -1.2627 0.5295
C 0.0490 1.1827 -1.1270
C -1.1434 -1.1579 0.4107
C 1.1265 0.2270 0.7642
N 0.9158 1.1636 -0.2106
H 0.3267 1.9211 -1.9476
H -0.7361 0.5274 -1.4884
H -1.7641 -1.4736 -0.3907
H -1.8064 -0.5786 1.0997
H 1.3910 0.6255 1.6451
*
```

Properties
E_HOMO (spin up / spin down): -6.5 / -9.8 eV
relative energy (zero: lowest compared OMol25 entry of this formula, charge and spin): 274.6 kJ/mol
gap between HOMO and LUMO (spin up / spin down): 7.4757 / 7.7493 eV

Want to see where the charge sits? The Löwdin charges in e are: 0.11 -0.16 -0.06 0.01 -0.27 0.00 0.08 0.06 0.05 0.10 0.07

Entry 4:
Entry from the OMol25 dataset: a structure of composition C13H27IrSi2Te (wB97M-V/def2-TZVPD).

ORCA input file:
```
! RIJCOSX wB97M-V def2-TZVPD def2/J DEFGRID3
* xyz 3 6
Ir -0.4790 0.3138 0.2076
C 1.7074 0.2905 -0.0928
C 1.3032 1.6567 -0.2045
C 0.9473 2.1152 1.1067
C 1.1250 1.0440 2.0168
C 1.5710 -0.0897 1.2885
H 2.1722 -0.2939 -0.8737
H 1.3834 2.2702 -1.0898
H 0.6686 3.1272 1.3625
H 0.9832 1.0917 3.0866
H 1.8578 -1.0403 1.7143
C -1.5004 -2.7204 -1.7778
Si -3.2748 -2.9501 -1.3198
C -3.8105 -4.7008 -1.2044
C -4.4577 -1.8937 -2.2651
C -3.4190 -2.4197 0.5869
Te -2.7840 -0.4918 1.0091
C -4.4807 0.6575 0.4015
Si -5.4541 1.5962 1.7222
C -4.5213 3.0425 2.3004
C -7.2906 2.0405 0.9969
C -6.2031 0.4314 3.0463
H -1.3527 -3.0070 -2.8220
H -0.8599 -3.3633 -1.1696
H -1.1534 -1.6836 -1.6877
H -3.7756 -5.1201 -2.2161
H -4.8361 -4.7931 -0.8427
H -3.1613 -5.3097 -0.5737
H -4.4703 -2.2430 -3.3015
H -4.2068 -0.8302 -2.3060
H -5.4729 -2.0118 -1.8772
H -2.7890 -3.0771 1.1915
H -4.4517 -2.4867 0.9376
H -5.1025 -0.0635 -0.1363
H -4.0737 1.3770 -0.3157
H -4.4093 3.7791 1.4985
H -3.5190 2.7336 2.6136
H -5.0004 3.5425 3.1445
H -6.8747 2.6781 0.2004
H -7.8033 2.5652 1.8000
H -7.7781 1.1281 0.6696
H -5.2671 0.0397 3.4721
H -6.8280 -0.3479 2.6189
H -6.7557 1.0264 3.7714
*
```

Properties
E_HOMO (spin up / spin down): -18.0 / -19.2 eV
relative energy (zero: lowest compared OMol25 entry of this formula, charge and spin): 12.9 kJ/mol
gap between HOMO and LUMO (spin up / spin down): 8.4674 / 5.5098 eV

Want to see where the charge sits? The Löwdin charges in e are: 0.92 -0.19 -0.16 -0.09 -0.09 -0.13 0.14 0.14 0.13 0.14 0.14 -0.18 0.44 -0.14 -0.17 -0.50 1.43 -0.50 0.57 -0.14 0.06 -0.06 0.06 0.06 -0.02 0.07 0.06 0.06 0.06 0.03 0.05 0.04 0.04 0.02 0.04 0.07 0.06 0.07 0.10 0.09 0.08 0.07 0.07 0.08